# 1
A cluster of 8 separate species, C25H32ClF2N2O7 in total. Source: the Open Molecules 2025 dataset; level of theory: the ωB97M-V functional and the def2-TZVPD basis.

The geometry in XYZ format:
```
69
Properties=species:S:1:pos:R:3:forces:R:3:mulliken_charge:R:1
Cl -0.70093 0.18374 0.12830 2.18 0.03 0.46 1.532
O -1.03586 -1.09175 0.68529 -1.11 -0.93 0.78 -0.772
O -0.11132 -0.07484 -1.13343 -0.65 -0.06 -2.52 -0.674
O -1.77084 1.11271 0.13211 -1.55 -0.10 -0.57 -0.591
O 0.35042 0.78102 0.87412 1.41 0.57 1.98 -0.430
N 4.09904 4.77325 1.51163 -1.12 -1.68 0.20 -0.507
C 4.75086 4.90623 2.66238 -0.38 1.11 -0.05 -0.252
C 4.38759 4.31653 3.84809 -0.58 -1.52 0.98 -0.333
C 3.42238 3.29602 3.84814 -0.57 0.61 -1.51 -0.601
C 2.76621 3.02964 2.63539 1.03 1.13 -0.80 -0.151
C 3.09530 3.83967 1.49993 1.50 -0.21 0.91 -0.434
H 5.54071 5.64281 2.66451 0.21 0.09 -0.03 0.369
H 4.84561 4.57282 4.79198 0.33 0.14 -0.10 0.350
H 3.07715 2.73571 4.70445 0.38 0.16 0.37 0.434
H 2.06555 2.21144 2.55785 -0.29 0.13 -0.16 0.538
H 2.71344 3.66430 0.50504 -0.64 -0.03 0.11 0.545
N -0.39590 -5.31618 -3.92771 1.29 -0.78 0.97 -0.578
C -0.05950 -5.05515 -2.62442 -1.78 0.45 -1.59 -0.314
C -0.54585 -3.92102 -2.00639 -0.45 -0.45 0.40 -0.052
C -1.38766 -3.06630 -2.70013 0.75 0.46 -0.32 -0.328
C -1.58581 -3.28397 -4.04861 -0.41 -0.01 -0.56 -0.315
C -1.08860 -4.44546 -4.64722 0.48 0.24 1.57 -0.304
H 0.41345 -5.81530 -2.02035 0.40 -0.23 -0.41 0.346
H -0.43923 -3.77694 -0.94137 0.30 0.12 0.13 0.342
H -1.74440 -2.18687 -2.18463 -0.26 0.07 -0.12 0.408
H -2.15314 -2.59761 -4.65970 -0.15 0.14 0.09 0.406
H -1.23677 -4.69812 -5.68674 -0.16 0.08 -0.09 0.370
C -0.90621 -3.69706 3.09282 0.00 -1.20 0.85 -0.281
O -1.26201 -2.37228 3.34376 -0.17 -0.53 -0.19 -0.434
H -0.07207 -3.67742 2.39146 0.21 -0.74 0.03 -0.146
H -0.71909 -4.26361 4.00502 1.08 0.61 0.52 0.299
H -1.68094 -4.39779 2.78157 -0.67 0.55 -1.18 0.269
H -1.20886 -2.04667 2.44223 -0.43 1.36 -0.06 0.419
C -0.58028 3.66716 -2.28459 0.26 -0.05 0.54 -0.405
O 0.50023 3.18392 -1.48436 0.59 0.40 -0.63 -0.539
H -0.96957 2.85683 -2.90096 -0.63 0.03 0.36 0.065
H -1.24103 4.15479 -1.56784 -0.87 -0.32 -0.46 0.243
H -0.31102 4.43927 -3.00532 0.79 0.03 0.22 0.279
H 0.23408 2.33505 -1.12354 -0.01 -0.07 0.01 0.322
C -1.58906 2.08558 3.53548 0.86 0.58 1.01 -0.358
O -1.97954 0.76264 3.39822 -0.79 -0.71 -0.21 -0.467
H -0.53312 2.15318 3.27369 0.05 0.58 -0.56 0.004
H -2.23194 2.80837 3.03311 0.17 -0.02 -0.32 0.270
H -1.60337 2.34104 4.59502 -0.26 -0.05 0.19 0.284
H -2.19779 0.65201 2.46992 -0.03 -0.31 -0.15 0.283
F 4.33330 -4.58182 4.11252 -0.50 0.27 -0.86 -0.215
C 3.84752 -3.74846 3.20355 0.17 -2.24 0.16 0.380
C 3.03081 -4.24481 2.13111 -0.15 0.50 -1.03 -0.237
C 2.51174 -3.30830 1.25453 -0.56 -1.43 0.88 -0.519
C 2.74671 -1.96350 1.46157 -1.34 0.21 -0.90 0.076
C 3.63257 -1.49833 2.43362 1.00 -1.32 0.87 -0.523
C 4.21634 -2.46201 3.28232 0.41 4.75 -0.30 -0.329
H 2.91412 -5.30131 1.93978 -0.22 -0.10 0.44 0.455
H 1.73999 -3.56567 0.54421 0.33 -0.32 -0.35 0.453
H 2.15918 -1.27377 0.87380 0.02 0.41 -0.14 0.434
H 3.79362 -0.43148 2.38555 0.53 0.06 0.72 0.518
H 4.94806 -2.08541 3.98173 -0.05 -0.44 0.38 0.430
F -4.47831 3.08392 -6.64148 0.29 -0.34 0.83 -0.317
C -4.25801 2.57200 -5.39031 -0.21 -1.18 0.80 0.210
C -3.24770 1.60721 -5.20155 -0.36 0.92 -0.51 -0.403
C -2.94770 1.10230 -3.92219 -0.31 -0.06 -1.60 -0.393
C -3.77316 1.43928 -2.89351 -1.48 0.29 0.85 -0.269
C -4.88856 2.25477 -3.09541 0.11 1.07 -1.15 -0.628
C -5.14147 2.87157 -4.35647 1.15 -0.40 0.66 -0.341
H -2.81055 1.32603 -6.14825 0.73 -0.29 0.23 0.391
H -2.18364 0.37262 -3.69820 0.32 0.05 -0.49 0.558
H -3.63032 0.97999 -1.92654 0.14 0.18 0.17 0.390
H -5.52648 2.52123 -2.26568 -0.09 -0.14 0.06 0.361
H -5.90833 3.61226 -4.52876 -0.23 -0.13 0.18 0.408
```
Positions in Å, forces in eV/Å.

Calculated values
Spin multiplicity: 2
<S²>: 0.767
Strongest force on any atom, eV/A: 4.8
Frontier orbital gap (alpha / beta), eV: 6.555 / 2.418
E_HOMO (alpha / beta), eV: -8.87 / -8.87
Total energy, a.u.: -2267.4124

***

# 2
A structure of composition C25H32FHoO2. Source: the Open Molecules 2025 dataset; level of theory: the ωB97M-V functional and the def2-TZVPD basis.

The geometry in XYZ format:
```
61
Properties=species:S:1:pos:R:3:forces:R:3:mulliken_charge:R:1
O -1.88697 3.17822 -1.93989 -3.27 1.89 -2.27 0.492
C -3.34240 2.73118 -2.10330 0.61 -0.33 0.04 0.275
C -3.68781 3.89751 -3.02428 0.12 -0.42 0.55 -1.024
H -3.81742 2.75889 -1.11774 0.00 -0.16 -0.20 0.408
H -3.37955 1.73763 -2.57094 0.02 0.28 0.45 -0.338
C -2.26514 4.40835 -2.77817 0.17 0.25 -0.23 1.439
H -4.48148 4.54405 -2.65566 0.07 0.01 -0.02 0.367
H -3.90140 3.59683 -4.04642 0.07 0.02 -0.01 0.312
C -2.23314 5.67359 -1.95489 0.35 0.09 0.10 -1.555
H -2.97094 5.63366 -1.14816 0.24 0.02 0.01 0.348
H -2.47634 6.51978 -2.61179 -0.08 -0.23 0.14 0.492
H -1.22906 5.85225 -1.55138 -0.32 -0.08 0.00 0.176
C -1.42887 4.50342 -4.03567 0.25 -0.18 0.04 -1.548
H -1.76205 3.77701 -4.78371 0.20 0.03 0.15 0.407
H -0.36868 4.33924 -3.82185 -0.10 0.05 0.01 0.237
H -1.54477 5.50659 -4.45823 0.02 -0.16 0.01 0.442
Ho -0.74957 1.93881 -0.65482 1.38 -1.59 1.37 0.041
C 1.02704 0.19274 -1.09228 -0.12 -0.24 -0.75 -0.376
C -0.08944 -0.65546 -1.36071 0.52 -0.12 -0.31 -0.989
C -0.64515 -0.30556 -2.62058 0.86 1.11 0.72 -0.183
H -0.44130 -1.48723 -0.74521 0.28 0.45 -0.25 0.462
C 0.06833 0.84047 -3.09897 0.31 -0.37 0.42 -0.825
C 1.11684 1.14132 -2.16745 -0.02 -0.68 -0.44 -0.682
H 1.94027 1.84123 -2.33160 -0.46 -0.17 0.11 0.511
H 1.73445 0.09829 -0.26457 -0.40 0.10 -0.31 0.598
H -1.37842 -0.88564 -3.15980 -0.16 0.22 0.17 0.709
H -0.09320 1.33224 -4.05847 0.05 -0.08 0.32 0.512
C 0.66166 2.62551 1.30101 -0.12 0.73 -0.13 -0.186
C 1.26019 3.45888 0.30164 -0.22 0.22 1.05 -0.915
C 0.40424 4.58246 0.11110 -0.01 -0.47 0.01 -0.585
H 2.27357 3.34993 -0.08665 -0.40 0.02 0.06 0.547
C -0.75772 4.40328 0.90652 0.32 -0.69 0.11 -0.560
C -0.63515 3.16272 1.60699 0.93 0.70 0.33 -0.869
H -1.33309 2.75292 2.33850 0.29 0.19 -0.29 0.596
H 1.15131 1.80915 1.82557 -0.29 0.05 -0.39 0.699
H 0.68266 5.49356 -0.42483 -0.24 -0.48 -0.06 0.525
H -1.54498 5.13935 1.06574 0.08 -0.34 -0.27 0.490
O -4.75341 -0.05926 -2.91203 -0.06 -0.90 -1.10 -0.395
C -4.10873 -0.18302 -4.20854 0.63 -0.12 0.39 0.039
C -4.64394 -1.46677 -4.86916 -0.63 0.32 0.36 -0.665
H -3.01113 -0.30378 -4.04742 -0.65 0.18 -0.09 -0.237
H -4.25535 0.74834 -4.78428 -0.19 -0.43 0.30 0.370
C -4.99686 -2.36785 -3.65280 0.23 0.28 -0.19 -0.533
H -3.91099 -1.92036 -5.54262 -0.14 0.11 0.12 0.335
H -5.56794 -1.26013 -5.42811 0.36 0.03 0.02 0.274
C -4.91647 -1.42067 -2.43753 0.51 0.09 0.26 -0.389
H -4.26355 -3.17288 -3.54683 -0.20 0.07 0.02 0.280
H -5.99010 -2.81424 -3.75643 0.20 0.08 -0.02 0.281
H -4.02525 -1.68344 -1.83639 -0.39 0.16 -0.06 0.162
H -5.80795 -1.47093 -1.80276 0.23 0.19 -0.12 0.366
F -2.59824 -2.67967 3.70668 0.08 0.42 -0.39 -0.364
C -2.21081 -1.70581 2.81497 -0.32 -0.17 0.08 0.342
C -3.18728 -1.02115 2.10208 -0.05 0.14 -0.32 -0.678
C -2.77791 -0.04204 1.16553 -0.46 -1.09 1.30 -0.213
C -1.43907 0.24697 1.03440 0.34 1.82 -1.74 0.302
C -0.48134 -0.44254 1.75856 -0.54 -1.16 1.12 -0.068
C -0.85690 -1.46316 2.66039 0.37 0.62 -0.49 -0.725
H -4.23988 -1.25233 2.25502 0.20 -0.07 0.06 0.408
H -3.53744 0.48599 0.57355 0.10 -0.23 0.25 0.236
H 0.58256 -0.23480 1.64014 -0.21 -0.09 0.01 0.011
H -0.10741 -2.03949 3.20452 -0.32 0.11 -0.02 0.414
```
Positions in Å, forces in eV/Å.

Calculated values
Spin multiplicity: 5
<S²>: 6.005
Strongest force on any atom, eV/A: 4.4
Energy relative to the best compared isomer or geometry (same formula, charge and spin), kJ/mol: 0.00
Frontier orbital gap (alpha / beta), eV: 7.727 / 7.741
E_HOMO (alpha / beta), eV: -7.46 / -7.47
Total energy, a.u.: -2170.1459

***

# 3
A structure of composition C25H32FN3. Source: the Open Molecules 2025 dataset; level of theory: the ωB97M-V functional and the def2-TZVPD basis.

The geometry in XYZ format:
```
61
Properties=species:S:1:pos:R:3:forces:R:3:mulliken_charge:R:1
F 7.17757 1.95327 3.46545 -1.48 -0.53 0.00 -0.289
C 5.86246 1.57792 3.40636 1.25 0.55 -0.24 0.412
C 5.55119 0.22845 3.27129 0.08 0.22 0.09 -0.741
C 4.22251 -0.10706 3.07876 -0.04 0.30 -0.45 -0.299
C 3.22633 0.88548 2.95584 0.22 -0.26 0.12 -0.014
C 1.94582 0.43187 2.33291 0.01 -0.55 1.10 -0.217
C 0.65017 1.09066 2.73749 -0.21 0.14 -1.05 0.240
C -0.47917 0.28679 3.02351 0.04 0.34 -0.19 -0.026
C -1.72563 0.86334 3.28405 0.26 0.25 -0.03 -0.749
C -1.85689 2.25823 3.34147 0.17 0.00 -0.22 -0.447
C -0.74472 3.06783 3.08587 0.19 -0.42 -0.12 -0.999
C 0.48726 2.48588 2.75850 -0.28 0.14 -0.13 -0.167
C 3.56100 2.21203 3.33006 -0.07 -0.13 -0.69 -0.140
C 4.90001 2.58142 3.45224 -0.35 -0.24 0.24 -0.926
H 6.33185 -0.52576 3.25352 -0.07 0.18 0.21 0.445
H 3.95238 -1.16178 2.99795 0.06 0.23 -0.20 0.408
H 1.82857 -0.66620 2.44739 0.09 0.72 0.17 0.549
H -0.38597 -0.79715 3.05524 0.05 0.09 -0.09 0.552
H -2.60669 0.23283 3.41046 0.31 0.13 0.21 0.502
H -2.82900 2.71993 3.54462 0.41 -0.25 -0.04 0.410
H -0.83006 4.15331 3.08739 -0.04 -0.27 0.07 0.423
H 1.31642 3.13970 2.48460 -0.46 -0.23 -0.02 0.442
H 2.79291 2.97512 3.49329 0.55 -0.39 -0.28 0.535
H 5.16764 3.63494 3.55393 0.08 -0.45 0.24 0.479
C -5.89712 -3.80321 -4.34200 -0.04 -0.09 0.06 -1.368
C -5.35075 -2.45128 -3.91062 -0.25 0.21 0.04 -0.272
C -3.84760 -2.33155 -4.06059 0.30 -0.19 -0.19 -0.507
C -3.27637 -0.95318 -3.69723 0.06 -0.05 -0.38 -0.907
N -2.54200 -0.92361 -2.42219 0.34 -0.21 0.78 0.076
C -3.12195 -0.82922 -1.15600 0.25 0.04 -0.73 -0.569
C -2.13029 -0.92290 -0.24613 0.56 -0.23 -0.17 -0.346
N -0.94635 -1.10819 -0.95986 -0.15 0.05 -0.09 0.415
C 0.39765 -1.21427 -0.38544 0.42 -0.08 0.23 -1.666
C 1.03636 0.17736 -0.28104 -0.37 0.21 0.21 0.750
C 1.34387 0.79083 -1.64209 -0.42 -0.06 -0.26 -0.584
C 2.62374 1.59845 -1.42899 -0.30 0.64 -0.11 -0.934
C 3.36165 0.95718 -0.25391 -0.01 -0.08 -0.22 -0.314
N 2.30272 0.20047 0.52092 -0.24 -0.70 0.98 -0.049
C -1.22442 -1.10065 -2.27633 -0.95 -0.04 0.74 0.084
H -6.98459 -3.80670 -4.27937 0.02 -0.02 0.00 0.376
H -5.62609 -4.04949 -5.36973 0.04 0.07 0.01 0.349
H -5.52821 -4.60216 -3.69602 0.02 0.00 -0.03 0.341
H -5.81327 -1.65823 -4.50609 -0.05 -0.02 0.01 0.329
H -5.63986 -2.26162 -2.87291 -0.01 0.02 0.08 0.223
H -3.34107 -3.11454 -3.48329 0.02 0.08 -0.06 0.319
H -3.58574 -2.49964 -5.11103 -0.05 -0.13 0.13 0.424
H -2.56015 -0.65520 -4.46942 -0.17 0.21 0.23 0.302
H -4.06962 -0.20470 -3.62352 0.18 -0.01 -0.08 0.529
H -4.18353 -0.71302 -1.02726 -0.02 0.04 -0.04 0.487
H -2.15428 -0.91592 0.83502 0.05 0.07 -0.21 0.462
H 0.32092 -1.66809 0.61415 -0.14 -0.04 -0.42 0.389
H 1.00357 -1.86613 -1.04572 -0.31 0.24 0.42 0.375
H 0.35231 0.84125 0.27628 0.09 -0.28 -0.23 -0.004
H 1.40864 0.04323 -2.45870 0.30 0.20 0.56 0.282
H 0.49337 1.43229 -1.89832 0.30 0.02 -0.18 0.377
H 3.23681 1.61160 -2.33335 -0.01 0.12 0.24 0.409
H 2.32491 2.62868 -1.19866 0.31 -0.16 -0.02 0.315
H 4.06024 0.20718 -0.65891 -0.08 0.31 0.49 0.360
H 3.88845 1.67282 0.39529 -0.20 -0.38 -0.17 0.208
H 2.66826 -0.75316 0.66935 -0.22 0.58 -0.29 0.530
H -0.51616 -1.27572 -3.06848 -0.04 0.09 -0.04 0.424
```
Positions in Å, forces in eV/Å.

Calculated values
Spin multiplicity: 1
Total charge: +2
Strongest force on any atom, eV/A: 1.6
Frontier orbital gap, eV: 8.464
E_HOMO, eV: -14.43
Total energy, a.u.: -1235.3964